(1)
{"formula": "H21O11", "method": "ωB97M-V with the def2-TZVPD basis set", "elements": ["O", "H", "H", "O", "H", "H", "O", "H", "H", "O", "H", "H", "O", "H", "H", "O", "H", "H", "O", "H", "O", "H", "H", "O", "H", "H", "O", "H", "H", "O", "H", "H"], "xyz": [[-3.545, 3.108, 0.398], [-2.842, 3.552, 0.872], [-3.078, 2.677, -0.353], [0.411, -1.124, -1.849], [0.563, -2.019, -2.065], [0.085, -0.723, -1.028], [4.108, -2.002, 1.728], [0.609, 2.263, -1.603], [3.014, 0.744, -1.183], [-1.946, 1.354, -0.463], [-1.411, 0.492, 0.068], [-0.220, -1.574, 3.438], [-3.616, -1.100, 0.249], [1.144, 1.334, 2.395], [-2.557, 0.661, -0.816], [3.980, 0.595, -1.155], [4.343, 1.170, -0.467], [-1.022, -1.263, 0.727], [-0.592, -0.448, 0.413], [4.600, -1.216, 1.381], [1.584, 2.244, -1.500], [3.218, -1.640, 1.594], [1.528, 2.220, -0.488], [-0.736, -2.566, -4.323], [-1.527, -2.732, -3.875], [-0.509, -1.681, -4.208], [1.288, 0.443, 2.078], [-3.363, -0.513, 1.019], [0.747, 0.195, 1.377], [-0.499, -0.887, 4.087], [-2.710, -1.273, -0.021], [-1.047, -0.294, 3.573]], "e_above_lowest_kj_mol": 175.42, "energy_ev": -22858.0859, "spin_multiplicity": 2, "charge": 0, "lumo_energy_ev": [-0.86, -6.35], "orbital_gap_ev": [10.06, 4.58], "fmax_ha_per_bohr": 0.06502, "e_homo_ev": [-10.9, -10.9]}

---

(2)
{"formula": "H22KrO11", "method": "ωB97M-V with the def2-TZVPD basis set", "elements": ["Kr", "O", "H", "H", "O", "H", "H", "O", "H", "H", "O", "H", "H", "O", "H", "H", "O", "H", "H", "O", "H", "H", "O", "H", "H", "O", "H", "H", "O", "H", "H", "O", "H", "H"], "xyz": [[-0.258, 0.095, 0.129], [-4.207, 0.115, 0.609], [-3.626, -0.108, -0.118], [-3.848, 0.929, 0.963], [0.059, -1.373, 3.283], [-0.858, -1.646, 3.237], [0.547, -2.111, 2.919], [2.226, 0.458, -2.267], [1.271, 0.457, -2.205], [2.444, -0.403, -2.626], [1.997, 2.710, 1.183], [2.461, 1.968, 0.797], [1.614, 2.361, 1.988], [-0.572, 0.485, -3.320], [-0.602, 1.272, -3.865], [-0.482, -0.235, -3.944], [2.334, -2.417, -0.316], [2.572, -1.493, -0.241], [3.008, -2.794, -0.880], [-1.673, -2.974, -0.967], [-1.155, -3.668, -0.559], [-1.343, -2.924, -1.864], [3.591, 0.500, 0.036], [4.421, 0.971, -0.032], [3.217, 0.543, -0.844], [-3.179, 2.364, 1.599], [-2.674, 2.921, 1.006], [-2.649, 2.318, 2.395], [0.894, 1.352, 3.200], [0.791, 0.470, 2.843], [1.612, 1.274, 3.829], [-2.975, -0.289, -1.887], [-2.784, -1.226, -1.836], [-2.175, 0.099, -2.243]], "e_above_lowest_kj_mol": 63.23, "energy_ev": -97809.7589, "charge": 0, "lumo_energy_ev": -0.37, "orbital_gap_ev": 9.14, "fmax_ha_per_bohr": 0.02183, "e_homo_ev": -9.5}

---

(3)
{"formula": "H22NO9", "method": "ωB97M-V with the def2-TZVPD basis set", "elements": ["N", "H", "H", "H", "H", "O", "H", "H", "O", "H", "H", "O", "H", "H", "O", "H", "H", "O", "H", "H", "O", "H", "H", "O", "H", "H", "O", "H", "H", "O", "H", "H"], "xyz": [[1.801, 18.258, 4.586], [2.408, 17.380, 4.479], [0.996, 17.820, 4.689], [2.042, 18.806, 3.802], [2.130, 18.917, 5.389], [-0.148, 18.479, 2.524], [-0.295, 19.192, 2.062], [-0.730, 17.868, 2.165], [3.499, 19.352, 1.569], [2.993, 18.898, 0.818], [4.127, 18.653, 1.678], [-2.160, 19.747, 4.148], [-2.636, 19.191, 4.637], [-1.264, 19.542, 4.051], [2.974, 18.175, 7.790], [3.081, 18.937, 8.452], [2.324, 17.464, 8.121], [0.058, 20.537, 5.306], [0.214, 20.702, 6.407], [0.638, 21.229, 5.012], [4.412, 15.960, 4.497], [4.974, 16.526, 3.982], [4.743, 15.958, 5.443], [0.454, 16.016, 6.449], [-0.101, 16.747, 6.982], [1.146, 15.838, 6.966], [0.787, 15.267, 3.248], [1.448, 14.693, 2.842], [-0.011, 15.453, 2.853], [2.419, 14.298, 6.289], [1.693, 13.742, 6.231], [2.109, 15.080, 5.759]], "e_above_lowest_kj_mol": 519.11, "energy_ev": -20265.9011, "charge": 1, "lumo_energy_ev": -3.31, "orbital_gap_ev": 10.29, "fmax_ha_per_bohr": 0.15857, "e_homo_ev": -13.6}